Record 1
Formula: C5H14N3O
Source: OMol25
Level of theory: wB97M-V/def2-TZVPD

## Properties
Relative energy (zero: lowest compared OMol25 entry of this formula, charge and spin): 248.99 kJ/mol
Energy: -438.11904 Ha
LUMO energy: -0.12579 Eh
Charge: +1
HOMO-LUMO gap: 10.0 eV
Max |F|: 3.75 eV/Å

XYZ file:
```
23
Properties=species:S:1:pos:R:3:forces:R:3
C 1.40567 -0.70846 1.49698 0.038 0.643 0.280
C -1.65638 0.43560 0.96952 1.073 0.877 -0.262
C 1.49367 -0.94303 0.19353 1.845 0.944 0.922
C -0.98789 0.09425 -0.41319 -1.202 2.152 -1.826
C 2.48092 -0.17897 -0.65944 1.820 -0.823 0.213
N -1.42968 -0.95293 -1.04767 0.307 -0.981 -1.478
N -0.53974 1.08206 -1.22124 0.291 1.428 3.459
N -3.04410 0.49141 0.85476 -0.980 1.974 -0.648
O 2.09553 1.15586 -0.78915 0.280 1.845 0.598
H 0.59672 -1.18767 2.05063 0.625 0.030 0.303
H 2.08581 0.03161 2.00498 -0.937 -0.867 -0.431
H -1.28877 -0.15578 1.80717 0.083 -0.016 -0.261
H -1.36801 1.49090 1.05551 0.439 -0.387 0.697
H 0.93770 -1.70944 -0.23862 -0.960 -1.098 -0.746
H 2.57041 -0.57118 -1.68174 -0.129 -0.097 0.340
H 3.54022 -0.20054 -0.21643 -1.447 -0.312 -0.501
H -1.39340 -1.03139 -2.06808 0.179 0.007 0.678
H -1.75624 -1.75766 -0.57612 -0.525 -0.582 0.587
H -0.37272 0.99137 -2.17072 0.193 -1.011 -2.082
H 0.00556 1.92910 -0.91829 -1.064 -1.582 0.377
H -3.75527 -0.18836 0.93481 0.073 -1.151 0.231
H -3.41383 1.37493 0.49961 0.221 -0.678 0.249
H 2.44067 1.64822 -0.01771 -0.221 -0.316 -0.697
```
Forces are in eV/Å.


Record 2
Formula: C23H31N3O2S
Source: OMol25
Level of theory: wB97M-V/def2-TZVPD

## Properties
Relative energy (zero: lowest compared OMol25 entry of this formula, charge and spin): 37.53 kJ/mol
Energy: -1608.01907 Ha
LUMO energy: -0.00994 Eh
SMILES: CCCN(CCC)CCCNC(=O)c1cc2c(=O)n(CC)c3ccccc3c2s1
HOMO-LUMO gap: 8.0 eV
Max |F|: 0.82 eV/Å

XYZ file:
```
60
Properties=species:S:1:pos:R:3:forces:R:3
C -6.99242 -1.45748 1.64815 0.235 -0.065 0.011
C -5.55477 -1.56529 1.15556 -0.199 0.300 -0.057
C -5.10291 -0.27309 0.47459 0.035 -0.346 0.076
N -3.79634 -0.41536 -0.13802 -0.056 0.029 -0.056
C -2.69339 -0.51557 0.80865 0.040 -0.459 0.091
C -2.07094 -1.91675 0.80513 0.093 0.263 -0.080
C -1.43090 -2.25470 -0.53481 -0.086 -0.030 0.236
C -3.55784 0.50939 -1.22497 -0.071 0.301 0.072
C -3.55707 2.00206 -0.83568 0.162 -0.188 -0.213
C -2.69722 2.84963 -1.77841 -0.301 0.113 0.305
N -1.30691 2.45583 -1.71948 -0.037 -0.195 -0.267
C -0.50638 2.85548 -0.70046 0.006 0.089 -0.097
O -0.81006 3.73170 0.08511 -0.086 0.077 0.112
C 0.78967 2.15562 -0.61278 0.657 -0.329 0.191
C 1.82488 2.49253 0.20787 -0.435 0.080 -0.207
C 2.91716 1.60138 0.10923 -0.221 -0.508 -0.498
C 4.16482 1.69499 0.84797 0.070 -0.076 -0.079
O 4.41115 2.57411 1.65147 -0.136 0.177 0.145
N 5.09447 0.69635 0.56697 0.060 0.315 0.155
C 6.34233 0.78992 1.31142 0.283 0.078 0.337
C 6.33831 -0.11860 2.53681 -0.004 0.123 -0.214
C 4.87803 -0.34503 -0.31131 -0.434 -0.427 -0.552
C 5.83662 -1.34144 -0.53692 0.121 0.015 0.055
C 5.60071 -2.36766 -1.42596 -0.058 0.043 0.003
C 4.40123 -2.45166 -2.12489 -0.049 -0.072 -0.081
C 3.44071 -1.49083 -1.92227 0.163 0.110 0.168
C 3.66094 -0.43945 -1.02806 0.449 -0.324 0.012
C 2.69514 0.57458 -0.78675 -0.410 0.653 0.243
S 1.13879 0.70535 -1.52368 0.380 0.255 0.372
H -7.66959 -1.27112 0.81734 -0.117 0.021 -0.061
H -7.29763 -2.37800 2.13996 -0.109 -0.037 0.060
H -7.09153 -0.63973 2.35911 -0.089 0.074 0.090
H -5.46745 -2.38384 0.43944 0.096 -0.027 -0.005
H -4.90044 -1.78515 2.00025 0.093 -0.070 0.002
H -5.13268 0.55081 1.20918 -0.047 0.017 -0.055
H -5.81506 -0.03558 -0.32027 -0.043 0.053 0.013
H -1.90888 0.20784 0.56031 -0.012 0.083 0.023
H -3.03854 -0.28073 1.82245 0.020 0.094 -0.032
H -1.31749 -1.96278 1.59501 0.004 -0.056 0.078
H -2.84304 -2.65301 1.02831 -0.042 -0.018 0.105
H -2.18028 -2.21836 -1.32071 -0.065 -0.013 -0.157
H -0.63865 -1.54650 -0.77162 0.098 0.055 -0.054
H -1.00032 -3.25334 -0.51115 0.058 -0.088 -0.083
H -2.58991 0.24208 -1.65494 -0.010 -0.006 -0.083
H -4.31850 0.33164 -1.99177 0.082 0.012 -0.071
H -3.15144 2.11338 0.17181 -0.025 0.050 0.045
H -4.57505 2.39252 -0.82976 -0.053 0.028 0.067
H -2.74864 3.89671 -1.47033 -0.035 -0.089 -0.181
H -3.04064 2.75676 -2.81065 0.029 0.072 0.013
H -1.01908 1.67422 -2.28668 0.005 0.144 0.038
H 1.80665 3.34775 0.85803 -0.058 0.155 0.112
H 7.18057 0.56921 0.64815 -0.091 0.036 0.002
H 6.42264 1.82962 1.63889 0.060 -0.230 -0.162
H 7.28466 -0.02876 3.06316 0.091 -0.033 0.089
H 5.53818 0.17959 3.20967 -0.057 0.018 0.072
H 6.18684 -1.15934 2.25874 0.007 -0.099 0.025
H 6.77929 -1.32549 -0.01701 0.066 0.038 0.083
H 6.36230 -3.11793 -1.57669 0.072 -0.049 0.003
H 4.22883 -3.26191 -2.81559 -0.023 -0.073 -0.064
H 2.49708 -1.52659 -2.44714 -0.074 -0.067 -0.090
```
Forces are in eV/Å.


Record 3
Formula: C9H19N3O
Source: OMol25
Level of theory: wB97M-V/def2-TZVPD

## Properties
Relative energy (zero: lowest compared OMol25 entry of this formula, charge and spin): 421.28 kJ/mol
Energy: -593.60795 Ha
LUMO energy (alpha / beta): 0.03027 / 0.00937 Eh
HOMO-LUMO gap (alpha / beta): 7.4 / 6.2 eV
Max |F|: 4.89 eV/Å

XYZ file:
```
32
Properties=species:S:1:pos:R:3:forces:R:3
C -0.65286 0.66260 0.41196 -2.667 -0.771 -0.969
C 0.31983 -0.42058 0.77639 -0.334 1.275 0.388
C -0.43558 -0.94409 3.23237 0.622 -0.955 1.432
C 0.48264 3.97244 0.32617 0.361 -0.639 -1.200
C 0.96649 -1.39535 -2.51338 0.591 -2.426 0.566
C -1.39961 -1.97442 -1.68247 2.446 -0.063 -1.636
C 0.28645 -1.42165 1.95681 -0.732 0.567 -2.192
C -0.29791 2.92123 -0.59262 2.352 3.595 -0.801
C 0.11017 -2.05330 -1.50361 -1.578 1.761 -1.241
N 1.44673 -0.07869 0.14821 0.261 -1.411 0.457
N 1.32133 0.94226 -0.58772 1.451 3.385 -1.379
N 0.12596 1.60528 -0.38568 -0.613 -4.641 1.397
O 0.59864 -2.99872 -0.71018 0.115 -2.087 1.006
H -1.59514 0.20776 -0.28812 1.845 1.249 1.938
H -1.07819 1.10973 1.30901 -0.419 0.172 -0.022
H -1.48123 -0.67148 3.13038 0.004 0.515 -0.504
H 0.12766 -0.18714 3.86196 -0.653 -0.662 -1.068
H -0.54032 -1.84311 3.89618 0.379 0.632 -0.398
H 0.51691 4.98005 -0.11299 -0.788 -0.183 0.267
H -0.01610 3.89975 1.26017 -0.010 0.584 1.172
H 1.55814 3.76928 0.42322 -0.390 -0.613 0.070
H 0.67081 -1.64086 -3.52908 -0.046 -0.498 -0.298
H 1.93121 -1.86133 -2.26052 0.320 0.859 -0.798
H 0.98473 -0.34772 -2.51494 0.286 1.680 0.599
H -1.81997 -2.81451 -1.21388 -1.117 -0.843 0.677
H -1.65892 -1.02933 -1.27827 -0.998 0.757 0.733
H -1.69820 -1.87922 -2.76543 0.392 -0.491 0.893
H -0.28629 -2.31074 1.47075 1.369 0.904 1.318
H 1.37665 -1.56184 2.15225 -0.982 -0.678 -0.073
H -1.33926 3.00544 -0.28763 -0.046 -0.181 -0.584
H -0.07811 3.39657 -1.61483 -0.833 -1.542 0.833
H 1.55333 -3.03832 -0.51446 -0.589 0.750 -0.585
```
Forces are in eV/Å.


Record 4
Formula: CH3IO3
Source: OMol25
Level of theory: wB97M-V/def2-TZVPD

## Properties
Relative energy (zero: lowest compared OMol25 entry of this formula, charge and spin): 31.18 kJ/mol
Energy: -563.32694 Ha
LUMO energy: 0.01434 Eh
SMILES: O=C(O)O.I
HOMO-LUMO gap: 10.3 eV
Max |F|: 2.22 eV/Å

XYZ file:
```
8
Properties=species:S:1:pos:R:3:forces:R:3
O 0.33390 -0.39243 -0.06342 0.194 -0.457 -0.198
C 1.41222 -0.19957 -0.55237 -2.216 0.150 -0.104
O 2.10824 0.89694 -0.33447 0.817 1.875 0.262
O 1.97138 -0.93664 -1.49290 -0.706 -1.415 0.169
H 1.47189 1.58910 -0.06830 0.483 -0.480 0.306
H 2.89534 -0.76090 -1.47225 1.418 0.322 -0.432
I -4.56623 -0.62630 1.75383 0.530 -0.493 -0.236
H -5.62674 0.42981 2.22988 -0.521 0.499 0.233
```
Forces are in eV/Å.